Entry from the Open Molecules 2025 dataset: a single C4H8O3 molecule (wB97M-V/def2-TZVPD).

Relative energy (zero: lowest compared OMol25 entry of this formula, charge and spin) ... 47.1 kcal/mol
HOMO-LUMO gap ... 10.66 eV
HOMO ... -0.366 hartree
SMILES string ... O=C(CO)CCO
LUMO ... 0.7 eV

Each line ends with the Löwdin charge.
Geometry (Å):
O: -1.30699 1.56183 -0.14549  -0.05
C: -1.61760 0.33202 -0.71188  -0.27
C: -0.84373 -0.70847 0.09369  -0.10
C: 0.64294 -0.55423 -0.08245  -0.38
O: 1.18502 -0.68778 -1.17274  0.07
C: 1.53219 -0.12959 1.03128  -0.27
O: 2.83484 -0.07576 0.62389  -0.09
H: -1.08800 2.24700 -0.77327  0.10
H: -1.37116 0.22948 -1.77564  0.13
H: -2.69223 0.17656 -0.58005  0.12
H: -1.11895 -1.70397 -0.26596  0.13
H: -1.11082 -0.63341 1.15424  0.13
H: 0.99668 0.87951 1.10371  0.16
H: 1.34129 -0.63024 1.98168  0.14
H: 2.61653 -0.30298 -0.48100  0.18

Forces on atoms 1 to 2 (eV/Å):
O 0.4 1.2 0.6
C -0.2 -0.8 0.0